w | Entry from OMol25: a molecular structure, C23H17AuN3O4P (ωB97M-V with the def2-TZVPD basis set).

Positions of all 49 atoms, in Å:
Au  1.28226  -2.32793  -0.12517
O  3.52114  -0.06238  1.36309
C  2.67223  0.56320  0.81430
O  2.67580  0.66326  -0.57414
C  1.51778  1.28855  1.40864
C  1.63720  2.22476  2.34425
C  0.57914  3.31679  2.43874
C  -0.77607  2.78428  2.08264
C  -0.89101  1.89829  1.10055
C  0.32752  1.26541  0.46501
P  -0.11525  -0.47018  -0.20794
C  -0.67108  -0.04342  -1.87803
C  0.05882  -0.56557  -2.94357
C  -0.27122  -0.22902  -4.24878
C  -1.32975  0.63027  -4.49486
C  -2.06323  1.15480  -3.43761
C  -1.73713  0.82092  -2.13463
C  -1.58239  -0.92350  0.75806
C  -2.75620  -1.34735  0.14465
C  -3.81479  -1.80704  0.91745
C  -3.70431  -1.84650  2.29802
C  -2.52713  -1.43747  2.91290
C  -1.46676  -0.98680  2.14687
H  2.55939  2.34810  2.89796
H  0.59949  3.82694  3.39572
H  -1.64940  3.21922  2.55034
H  -1.86982  1.57970  0.77438
H  0.88938  -1.23262  -2.74584
H  0.30118  -0.63892  -5.06993
H  -1.58698  0.89421  -5.51230
H  -2.88979  1.82607  -3.62944
H  -2.32415  1.23116  -1.32309
H  -2.84575  -1.32903  -0.93360
H  -4.72405  -2.14049  0.43505
H  -4.52953  -2.20816  2.89711
H  -2.43099  -1.48424  3.98951
H  -0.54235  -0.69217  2.63231
N  1.03938  4.31518  1.38379
C  0.69015  3.98960  0.26912
N  0.41809  3.43397  -0.80132
C  0.97228  2.12272  -0.62205
N  2.11375  1.85919  -1.11250
C  4.33035  -3.16164  -0.15742
O  3.54471  -4.33955  -0.02885
C  2.18942  -4.18635  0.06081
O  1.52730  -5.19105  0.08657
H  5.35309  -3.49728  -0.31038
H  4.28036  -2.54567  0.73994
H  4.01891  -2.56224  -1.01634

- Net charge: 0
- Lowest unoccupied orbital energy: -1.071 eV
- HOMO energy: -7.95 eV

x | Entry from OMol25: a molecular structure, C23H17AuN3O4P (ωB97M-V with the def2-TZVPD basis set).

Positions of all 49 atoms, in Å:
Au  -0.20330  -0.57252  -0.19692
O  1.95322  1.94073  1.98291
C  1.27391  2.34248  1.08907
O  1.43096  1.99152  -0.19811
C  0.18302  3.37227  1.16831
C  0.24779  4.39298  2.07853
C  -0.79384  5.49128  2.07985
C  -2.15128  4.89436  1.89868
C  -2.31209  3.77592  1.19402
C  -1.22137  3.02396  0.55101
P  -1.49488  1.38785  -0.30999
C  -2.20878  1.92628  -1.89153
C  -1.59605  1.50453  -3.06874
C  -2.08604  1.92354  -4.29657
C  -3.17795  2.77851  -4.35259
C  -3.78962  3.20610  -3.18212
C  -3.31032  2.77742  -1.95332
C  -2.99728  0.77915  0.57996
C  -3.98447  0.07941  -0.11448
C  -5.04385  -0.50545  0.56521
C  -5.12462  -0.40708  1.94687
C  -4.13953  0.27164  2.65015
C  -3.07640  0.84878  1.97143
H  1.16242  4.51048  2.65029
H  -0.73700  6.15869  2.93074
H  -2.99046  5.36613  2.39265
H  -3.29465  3.33003  1.12548
H  -0.72763  0.85996  -3.00721
H  -1.60601  1.59393  -5.20846
H  -3.54638  3.12419  -5.30992
H  -4.63778  3.87717  -3.22195
H  -3.80066  3.10769  -1.04625
H  -3.91985  -0.00868  -1.19208
H  -5.80604  -1.04271  0.01551
H  -5.94902  -0.86737  2.47648
H  -4.19860  0.34612  3.72873
H  -2.29762  1.35693  2.53205
N  -0.32419  6.29455  0.90184
C  -0.38046  5.72638  -0.15965
N  -0.33978  4.86579  -1.02347
C  -0.17680  3.60784  -0.44721
N  0.45674  2.58998  -1.09282
C  2.83893  -1.35760  0.00416
O  2.06952  -2.55268  0.05908
C  0.71284  -2.43307  -0.01592
O  0.05720  -3.44137  0.04020
H  3.87814  -1.67338  -0.02627
H  2.67137  -0.73689  0.88661
H  2.60637  -0.77555  -0.88955

- Net charge: 0
- Lowest unoccupied orbital energy (spin up / spin down): -2.849 / -2.852 eV
- HOMO energy (spin up / spin down): -7.64 / -7.64 eV

It is w that is most stable; the runner-up trails by 75.2 kcal/mol.

w | Entry from OMol25: 2 unconnected molecules or ions with the total composition C3H4NO3 (ωB97M-V with the def2-TZVPD basis set).

Positions of all 11 atoms, in Å:
C  -0.24000  -0.62293  2.10767
C  2.87238  -1.42180  0.68810
C  -0.10465  0.23231  1.07852
N  -0.70693  -0.02402  -0.29693
O  -0.33825  -1.30353  2.99705
O  2.22783  -1.05650  -0.18363
O  3.43232  -1.77195  1.60794
H  0.72984  0.85007  1.11824
H  -0.99764  -0.95527  -0.60016
H  0.05808  0.30212  -1.01846
H  -1.53594  0.71169  -0.45968

- Net charge: +1
- Lowest unoccupied orbital energy: -4.886 eV
- HOMO energy: -14.72 eV

x | Entry from OMol25: 2 unconnected molecules or ions with the total composition C3H4NO3 (ωB97M-V with the def2-TZVPD basis set).

Positions of all 11 atoms, in Å:
C  1.56002  -0.03245  -0.73005
C  1.27807  -1.33150  0.06102
C  -2.11975  0.40734  -0.06294
N  -1.45585  0.96682  0.77771
O  0.89939  0.97162  -0.54728
O  -2.67521  -0.05022  -0.94648
O  0.14468  -1.54637  0.47362
H  2.40524  -0.18446  -1.40721
H  2.22339  -1.99123  0.39360
H  -1.78703  1.48591  1.55858
H  -0.47295  1.30452  0.42942

- Net charge: +1
- Lowest unoccupied orbital energy: -5.353 eV
- HOMO energy: -14.65 eV

It is w that is most stable; the runner-up trails by 27.7 kcal/mol.

w | Entry from OMol25: a molecular structure, C5H12NO2S (ωB97M-V with the def2-TZVPD basis set).

Positions of all 21 atoms, in Å:
C  1.26350  0.56591  -0.03461
C  0.50762  -1.81810  -0.29470
C  -0.90171  0.03806  -1.25087
C  -1.14054  1.00251  1.84338
C  0.09295  -0.37142  -0.18940
N  -0.90498  -0.32330  1.39963
O  1.30575  -0.32681  2.84465
O  -0.79887  -1.17070  3.80664
S  0.11551  -1.20801  2.63936
H  0.95136  1.60710  -0.10389
H  1.71980  0.39644  0.94189
H  2.00395  0.37414  -0.81522
H  -0.34559  -2.46850  -0.12100
H  1.26840  -2.03971  0.44463
H  0.90901  -2.01732  -1.29514
H  -0.43622  -0.01058  -2.24033
H  -1.76298  -0.62598  -1.23443
H  -1.24749  1.05715  -1.08744
H  -0.22605  1.59716  2.00137
H  -1.81462  1.55062  1.16913
H  -1.63406  0.89655  2.81454

- Net charge: -1
- Lowest unoccupied orbital energy: 3.534 eV
- HOMO energy: -3.46 eV

x | Entry from OMol25: a gas-phase ion, C5H12NO2S (charge -1) (ωB97M-V with the def2-TZVPD basis set).

Positions of all 21 atoms, in Å:
C  0.00894  -0.29209  -0.91657
C  0.10569  -1.55976  -0.14401
C  1.13886  0.77403  1.27452
C  2.13250  0.78029  -0.91036
C  0.72722  0.87787  -0.23077
N  -2.94615  -0.82380  -0.93805
O  -2.40636  1.62097  -0.19791
O  -1.99736  -0.08889  1.49630
S  -1.84953  0.28530  0.07627
H  0.98517  -1.58162  0.38327
H  -0.71337  -1.65690  0.64088
H  0.01106  -2.55945  -0.69966
H  0.31196  0.24290  1.79584
H  1.14250  1.70774  1.60310
H  2.09699  0.23045  1.49799
H  1.98359  0.36436  -1.84173
H  2.57049  1.89314  -1.02058
H  2.91194  0.17484  -0.28755
H  0.37137  1.89507  -0.31641
H  -3.86188  -0.53680  -0.63046
H  -2.72364  -1.74765  -0.63411

- Net charge: -1
- Structure (SMILES): CC(C(C)C)=[S@](N)(=O)[O-]
- Lowest unoccupied orbital energy: 3.697 eV
- HOMO energy: -3.28 eV

It is w that is most stable; the runner-up trails by 77.1 kcal/mol.